No. 1
{
  "formula": "C29H46BN8RuS2",
  "method": "ωB97M-V/def2-TZVPD",
  "total_charge": 1,
  "e_tot_ev": -67664.6280,
  "lumo_energy_ev": [-3.95, -6.66],
  "orbital_gap_ev": [8.172, 5.417],
  "s_squared": 6.031,
  "multiplicity": 5,
  "species": ["Ru", "C", "C", "C", "C", "C", "C", "C", "C", "C", "N", "N", "B", "N", "N", "C", "C", "C", "C", "C", "C", "C", "C", "C", "N", "N", "C", "C", "C", "C", "C", "C", "C", "C", "C", "H", "H", "H", "H", "H", "H", "H", "H", "H", "H", "H", "H", "H", "H", "H", "H", "H", "H", "H", "H", "H", "H", "H", "H", "H", "H", "H", "H", "H", "H", "H", "H", "H", "H", "H", "H", "H", "H", "H", "H", "H", "H", "H", "H", "H", "H", "S", "C", "N", "S", "C", "N"],
  "coordinates": [[-1.28745, -1.25665, -0.77490], [0.96555, -1.59622, -4.04041], [1.39134, -2.61323, -2.97728], [2.59599, -3.42357, -3.45149], [1.67643, -1.90170, -1.68741], [2.91870, -1.66107, -1.14919], [2.73555, -0.82961, -0.04793], [3.89966, -0.32357, 0.76516], [3.64994, 0.00107, 2.23349], [4.58783, 0.82870, 0.02213], [1.42549, -0.57406, 0.06597], [0.75411, -1.25881, -0.92508], [0.64600, 0.50038, 0.90460], [-0.10750, 1.42399, -0.11629], [-1.10833, 0.83880, -0.85271], [-1.70340, 1.79383, -1.59972], [-1.06386, 2.98843, -1.34687], [-0.05327, 2.73316, -0.42474], [0.89114, 3.83519, 0.02328], [1.92550, 3.57329, 1.10849], [1.60691, 4.37530, -1.22565], [-2.82393, 1.55891, -2.57807], [-3.24754, 2.86969, -3.23900], [-2.45580, 0.53250, -3.64639], [-0.37339, -0.20844, 1.83482], [-1.06408, -1.31043, 1.37789], [-1.75363, -1.82100, 2.41064], [-1.51959, -1.03256, 3.52720], [-0.66382, -0.02234, 3.14079], [-0.27098, 1.13450, 4.02083], [-0.85993, 2.44151, 3.47843], [1.21266, 1.23146, 4.37400], [-2.62208, -3.05185, 2.44126], [-4.09444, -2.69810, 2.67610], [-2.43841, -3.99613, 1.26822], [0.62016, -2.10765, -4.93972], [1.81297, -0.96433, -4.31414], [0.16735, -0.94098, -3.68795], [0.58113, -3.32757, -2.82782], [3.43880, -2.77344, -3.69259], [2.33299, -3.96678, -4.35874], [2.91682, -4.14959, -2.70406], [3.86364, -2.03923, -1.49956], [4.59164, -1.16963, 0.73911], [3.27328, 1.01279, 2.36461], [4.59303, -0.06713, 2.77627], [2.94549, -0.69228, 2.69564], [3.90288, 1.66361, -0.12988], [4.94716, 0.51273, -0.95711], [5.43972, 1.18769, 0.60044], [1.40581, 1.13097, 1.54635], [-1.28982, 3.94283, -1.78777], [0.22561, 4.62204, 0.39235], [2.63908, 2.80564, 0.81482], [1.48487, 3.29132, 2.05882], [2.48574, 4.49508, 1.26879], [2.24124, 3.60042, -1.66302], [2.24215, 5.21691, -0.95022], [0.91312, 4.71349, -1.99305], [-3.68120, 1.17795, -2.01810], [-2.43050, 3.30100, -3.82109], [-3.57463, 3.60670, -2.50525], [-4.07900, 2.68566, -3.91859], [-1.60135, 0.87318, -4.23537], [-3.29792, 0.36842, -4.31857], [-2.19329, -0.43848, -3.21947], [-1.92449, -1.18290, 4.51490], [-0.79374, 0.91989, 4.95533], [-0.54939, 2.62430, 2.44946], [-0.53694, 3.28771, 4.08677], [-1.95020, 2.41153, 3.49019], [1.80280, 1.65525, 3.56683], [1.62804, 0.25413, 4.62193], [1.33437, 1.87704, 5.24445], [-2.27853, -3.58016, 3.33629], [-4.51514, -2.15569, 1.82874], [-4.22319, -2.08311, 3.56654], [-4.67099, -3.61353, 2.81031], [-2.77848, -3.54629, 0.33210], [-3.04000, -4.89328, 1.41516], [-1.39898, -4.30363, 1.15897], [-3.56307, -0.89826, -0.43592], [-4.41240, -2.07596, -1.31246], [-4.99133, -2.87684, -1.90875], [-1.73591, -2.94142, -2.33388], [-1.07730, -4.28599, -1.56963], [-0.61352, -5.24550, -1.12254]],
  "mulliken_charge": [-0.10, -1.26, 1.04, -2.09, -0.50, -0.37, -0.15, 0.34, -1.57, -1.31, -0.14, 0.90, 1.82, 0.94, 0.71, -0.88, -0.81, -0.55, 0.71, -1.27, -1.58, 0.79, -1.97, -0.74, 1.14, -0.60, -0.38, -0.77, 0.19, 0.19, -1.42, -1.30, 0.54, -1.27, -1.13, 0.39, 0.40, 0.11, -0.49, 0.39, 0.46, 0.45, 0.65, 0.65, 0.07, 0.49, 0.35, 0.10, 0.41, 0.43, -0.91, 0.70, 0.49, -0.07, 0.04, 0.60, 0.36, 0.45, 0.41, 0.05, 0.41, 0.45, 0.44, 0.34, 0.47, -0.16, 0.57, 0.50, 0.22, 0.39, 0.36, 0.08, 0.33, 0.51, 0.44, 0.20, 0.40, 0.42, -0.19, 0.42, 0.38, -0.21, 0.44, -0.49, -0.16, 0.85, -0.51]
}

No. 2
{
  "formula": "C29H46BrN3P2PtS",
  "method": "ωB97M-V/def2-TZVPD",
  "total_charge": 2,
  "e_tot_ev": -137974.7459,
  "lumo_energy_ev": [-7.01, -8.33],
  "orbital_gap_ev": [5.491, 4.313],
  "s_squared": 2.015,
  "multiplicity": 3,
  "species": ["C", "C", "C", "C", "N", "C", "C", "C", "C", "C", "C", "C", "C", "C", "Pt", "P", "H", "H", "H", "H", "H", "H", "H", "H", "C", "C", "H", "H", "H", "H", "H", "C", "C", "H", "H", "H", "H", "H", "C", "C", "H", "H", "H", "H", "H", "Br", "P", "C", "C", "H", "H", "H", "H", "H", "C", "C", "H", "H", "H", "H", "H", "C", "C", "H", "H", "H", "H", "H", "S", "C", "N", "C", "C", "C", "N", "H", "H", "H", "H", "H", "H", "H", "H"],
  "coordinates": [[2.11683, 1.96150, -7.93100], [0.91429, 2.06561, -7.20922], [-0.23815, 2.47247, -7.90046], [-0.13718, 2.77189, -9.26687], [1.01090, 2.67830, -9.93350], [2.11101, 2.28417, -9.29812], [0.85897, 1.77213, -5.79352], [0.74367, 1.70511, -4.58039], [0.78078, 1.39076, -3.23533], [1.22089, 0.08075, -2.96472], [1.32090, -0.27584, -1.63842], [0.93117, 0.69914, -0.71476], [0.56745, 2.02486, -0.94339], [0.43218, 2.36288, -2.28579], [0.57188, -0.12926, 1.04815], [-0.21565, -2.21254, 1.12667], [-1.19469, 2.56457, -7.39102], [3.03941, 1.64666, -7.45218], [-1.02061, 3.09469, -9.81967], [3.03200, 2.21585, -9.87764], [0.08315, 3.34186, -2.62110], [1.47557, -0.60144, -3.77549], [0.39343, 2.69247, -0.10417], [1.66133, -1.26065, -1.33892], [-0.60417, -2.54886, 2.86257], [-1.81845, -3.45473, 3.08673], [-0.72173, -1.57470, 3.36376], [0.30594, -2.99734, 3.28839], [-1.88043, -3.70225, 4.15341], [-2.75659, -2.95659, 2.81267], [-1.74501, -4.40054, 2.53111], [-1.71026, -2.15091, 0.08456], [-1.66959, -2.84133, -1.27501], [-1.89875, -1.08004, -0.08257], [-2.53271, -2.52724, 0.70451], [-2.58366, -2.56809, -1.82158], [-0.81788, -2.51168, -1.88537], [-1.65018, -3.93541, -1.18954], [0.87135, -3.51776, 0.49998], [0.36623, -4.93947, 0.76261], [1.86576, -3.34260, 0.94383], [0.99081, -3.34243, -0.58009], [1.02373, -5.64807, 0.24478], [0.38179, -5.19353, 1.82831], [-0.64903, -5.10099, 0.37894], [0.68772, 1.02198, 3.30195], [-3.09414, 2.23745, 1.28107], [-3.40059, 0.45627, 1.33277], [-4.77157, 0.11445, 1.94222], [-2.56824, 0.00290, 1.89934], [-3.36846, 0.11091, 0.28624], [-5.04859, -0.91756, 1.69389], [-4.75453, 0.21028, 3.03614], [-5.55318, 0.77791, 1.55274], [-1.76127, 2.73452, 2.38576], [-2.13062, 3.97137, 3.21950], [-0.86870, 2.90929, 1.76651], [-1.55115, 1.87566, 3.04793], [-1.43877, 4.06923, 4.06620], [-2.06283, 4.88163, 2.60769], [-3.15531, 3.88656, 3.61011], [-2.61507, 2.65195, -0.42492], [-3.80562, 3.16737, -1.24569], [-2.18560, 1.74342, -0.86842], [-1.82884, 3.42072, -0.36414], [-3.44530, 3.63519, -2.16699], [-4.47818, 2.34876, -1.52506], [-4.38111, 3.91211, -0.68667], [2.95848, -0.82426, 1.25986], [3.55001, -0.86337, 2.87751], [4.01734, 0.24847, 3.46187], [4.59215, 0.27383, 4.80484], [5.24202, -1.06209, 5.10212], [4.27733, -2.19768, 4.84166], [3.64731, -2.03056, 3.53408], [3.70928, 1.12086, 3.04548], [3.80034, 0.49592, 5.53516], [5.32567, 1.08508, 4.83698], [5.56841, -1.08585, 6.14426], [6.13256, -1.18418, 4.47727], [3.49731, -2.21875, 5.61322], [4.79249, -3.16232, 4.85121], [3.24255, -2.82879, 3.05516]],
  "mulliken_charge": [-0.43, 0.52, -0.40, -0.34, -0.55, -0.33, 0.04, -0.73, 0.92, -0.91, -0.30, 0.48, -1.00, -0.63, 0.59, 0.15, 0.39, 0.41, 0.36, 0.37, 0.57, 0.51, 0.74, 0.52, -0.43, -1.31, 0.38, 0.41, 0.42, 0.28, 0.31, 0.90, -1.48, -1.09, 0.49, 0.45, 0.25, 0.34, -0.33, -1.49, 0.54, 0.33, 0.44, 0.34, 0.30, -0.67, 0.04, 0.87, -1.53, -0.42, 0.30, 0.39, 0.38, 0.45, 0.55, -1.45, 0.02, 0.08, 0.37, 0.37, 0.39, 0.12, -1.44, 0.03, 0.45, 0.41, 0.34, 0.40, -0.26, 0.21, -0.07, -0.61, -0.65, -0.60, -0.01, 0.33, 0.28, 0.39, 0.35, 0.31, 0.32, 0.38, 0.21]
}

No. 3
{
  "formula": "C29H46BrN3P2Zn",
  "method": "ωB97M-V/def2-TZVPD",
  "total_charge": 2,
  "e_tot_ev": -172315.9668,
  "lumo_energy_ev": -5.48,
  "orbital_gap_ev": 7.590,
  "multiplicity": 1,
  "species": ["N", "C", "C", "C", "C", "C", "C", "Zn", "P", "C", "C", "C", "C", "C", "C", "C", "Br", "H", "H", "H", "H", "H", "H", "H", "H", "H", "H", "P", "C", "C", "H", "H", "H", "H", "H", "C", "C", "H", "H", "H", "H", "H", "C", "C", "H", "H", "H", "H", "H", "C", "C", "H", "H", "H", "H", "H", "C", "C", "H", "H", "H", "H", "H", "C", "C", "H", "H", "H", "H", "H", "C", "N", "C", "C", "N", "C", "H", "H", "H", "H", "H", "H"],
  "coordinates": [[1.78742, 3.86274, 3.87566], [0.53778, 3.39810, 3.94664], [0.20546, 2.09023, 3.57936], [1.23296, 1.22286, 3.14106], [2.54922, 1.72886, 3.08678], [2.77078, 3.06867, 3.44737], [0.96583, -0.15076, 2.76290], [-0.23944, 0.05637, -0.70549], [-0.72466, -2.03873, -1.54842], [1.82961, -0.88806, 2.00203], [1.72219, -2.32567, 1.81510], [2.79186, -3.07547, 1.25797], [2.65555, -4.44219, 1.02348], [1.41015, -5.04472, 1.26496], [0.38215, -4.36166, 1.92419], [0.54919, -3.00185, 2.21144], [1.07249, -6.84829, 0.66771], [0.00692, -0.55311, 3.09280], [2.65540, -0.40510, 1.46754], [-0.82086, 1.73962, 3.66989], [3.39477, 1.08022, 2.84732], [-0.22707, 4.08205, 4.32093], [3.78370, 3.48007, 3.39421], [3.72333, -2.56170, 1.01344], [-0.24822, -2.45701, 2.71330], [3.47586, -5.03519, 0.62759], [-0.53913, -4.87807, 2.18723], [1.31687, 1.47778, -1.56797], [-2.05508, -2.87743, -0.60565], [-2.26856, -4.37182, -0.86250], [-2.98645, -2.32081, -0.80176], [-1.81808, -2.72833, 0.46229], [-3.15563, -4.69584, -0.30042], [-2.45404, -4.60510, -1.91969], [-1.42455, -4.97618, -0.50188], [0.60959, -3.28584, -1.77114], [0.46176, -4.23620, -2.96229], [0.66938, -3.86836, -0.83672], [1.56329, -2.73293, -1.84289], [1.32348, -4.91790, -2.97333], [-0.43788, -4.86288, -2.88000], [0.44649, -3.70433, -3.92304], [-1.38256, -1.53800, -3.18829], [-2.41168, -2.46426, -3.82603], [-0.51295, -1.39801, -3.85249], [-1.83752, -0.54045, -3.04857], [-2.71767, -2.02449, -4.78312], [-2.00642, -3.46057, -4.03912], [-3.31164, -2.55788, -3.20703], [0.45216, 2.64018, -2.67620], [-0.55317, 2.04162, -3.64997], [1.26306, 3.15872, -3.20693], [-0.04345, 3.38147, -2.03321], [-0.85953, 2.82390, -4.35589], [-0.14148, 1.20766, -4.23057], [-1.46289, 1.69168, -3.14484], [2.50220, 0.55959, -2.62030], [3.49385, -0.33492, -1.87601], [3.02083, 1.34722, -3.18579], [1.90283, -0.02501, -3.33404], [4.10574, -0.86942, -2.61328], [4.17289, 0.24461, -1.23932], [2.99951, -1.08760, -1.24759], [2.40211, 2.60533, -0.63898], [1.73270, 3.82639, -0.01735], [3.14920, 2.92131, -1.38459], [2.92812, 2.01099, 0.12379], [2.47881, 4.36782, 0.57428], [1.34944, 4.51912, -0.77710], [0.91262, 3.56074, 0.66193], [-4.81095, 0.64540, 2.17905], [-3.64704, 1.02396, 1.37491], [-3.42060, 2.26147, 0.77567], [-2.24475, 2.17686, 0.09135], [-1.75879, 0.87681, 0.23743], [-2.61455, 0.22197, 1.04292], [-4.94980, 1.35237, 3.00890], [-5.72231, 0.64335, 1.56254], [-4.63980, -0.36462, 2.57651], [-4.11692, 3.07336, 0.88109], [-1.72566, 2.93057, -0.48962], [-2.52774, -0.80310, 1.39648]],
  "mulliken_charge": [-0.54, -0.55, -0.40, 0.62, -0.39, -0.63, -0.18, -0.54, 0.66, 0.20, 0.38, -0.61, -0.55, -0.57, -0.33, -0.49, -0.08, 0.29, 0.19, 0.42, 0.58, 0.37, 0.40, 0.51, 0.39, 0.45, 0.53, 0.92, -0.13, -1.37, 0.62, 0.07, 0.45, 0.30, 0.19, 1.07, -1.49, -0.81, 0.20, 0.45, 0.26, 0.34, -0.36, -1.50, 0.34, 0.23, 0.46, 0.29, 0.32, -0.79, -1.16, 0.57, 0.30, 0.44, 0.27, 0.21, -0.85, -0.74, 0.61, 0.30, 0.43, 0.34, -0.12, -0.44, -1.20, 0.58, 0.19, 0.40, 0.40, 0.19, -0.88, 0.15, -0.94, -0.36, 1.16, -0.05, 0.35, 0.35, 0.30, 0.47, 0.33, 0.20]
}